(1)
Below is a structure of composition CCoF2 in a non-equilibrium geometry, with properties calculated with wB97M-V/def2-TZVPD.

**Multiplicity**: 5
**Gap between HOMO and LUMO (spin up / spin down)**: 5.98 / 7.67 eV
**Net charge**: -1
**Energy above the lowest of the compared OMol25 structures with the same formula, charge and spin**: 0.388 eV
**E_HOMO (spin up / spin down)**: -1.4 / -3.4 eV
**F_max**: 2.93 eV/Å

Element x y z (Å)
C -0.03455 -0.61549 -0.25072
F -0.41172 -1.30067 0.98073
Co -0.61906 1.02530 -1.09137
F 1.06533 0.89086 0.36137

(2)
Below is a structure of composition C5H8F8N2O13S5V in a non-equilibrium geometry, with properties calculated with wB97M-V/def2-TZVPD.

**Gap between HOMO and LUMO**: 9.40 eV
**Net charge**: -1
**Energy above the lowest of the compared OMol25 structures with the same formula, charge and spin**: 0.319 eV
**E_HOMO**: -8.7 eV
**F_max**: 8.09 eV/Å

Element x y z (Å)
O -14.70043 -6.13312 14.23158
V -15.77888 -5.99207 15.43507
O -15.97963 -4.42914 15.73507
N -17.84381 -6.46733 15.21388
S -18.67518 -7.58209 16.24297
O -19.02688 -8.85430 15.57172
O -19.42536 -7.07798 17.40750
F -17.38847 -8.05170 17.05171
S -19.13699 -5.91997 14.58693
O -20.09310 -5.23746 15.41948
O -19.74954 -6.78248 13.60696
F -18.52302 -4.72385 13.70806
C -16.03489 -6.01638 19.56583
F -15.81267 -5.66554 20.79049
F -16.39243 -7.29898 19.62434
F -16.99945 -5.21657 19.05151
S -14.29179 -5.91493 18.69901
O -13.98838 -4.46074 18.65464
O -13.38493 -6.71163 19.57034
N -14.64329 -6.58970 17.06117
S -13.88362 -7.97424 17.06143
O -14.11057 -8.80665 18.18656
O -14.34710 -8.59170 15.83016
C -11.94958 -7.45667 16.92764
F -11.66930 -7.54428 15.66823
F -11.75546 -6.16908 17.41400
F -11.13534 -8.28646 17.58572
O -19.15428 -7.08743 8.07050
S -19.04215 -7.34424 9.49774
O -19.74845 -8.45920 10.04207
O -17.38236 -7.27074 9.98777
C -16.91144 -8.08693 11.00531
C -15.80660 -7.53925 11.82607
C -19.57097 -5.86562 10.39215
H -16.41758 -8.95668 10.57203
H -17.65747 -8.37652 11.74538
H -14.93029 -7.62371 11.18339
H -15.73652 -8.15575 12.72224
H -16.04708 -6.49607 12.03113
H -19.30771 -5.75990 11.44459
H -20.64312 -5.73734 10.24334
H -19.02476 -4.97355 10.08563

(3)
Below is a cluster of 2 separate species, C7H15N2O in total in a non-equilibrium geometry, with properties calculated with wB97M-V/def2-TZVPD.

**Gap between HOMO and LUMO**: 8.84 eV
**Net charge**: +1
**Energy above the lowest of the compared OMol25 structures with the same formula, charge and spin**: 4.237 eV
**E_HOMO**: -14.0 eV
**F_max**: 4.21 eV/Å

Element x y z (Å)
C 0.69224 -0.40380 0.31409
C -3.69535 0.07295 0.12765
C -0.78227 1.59388 0.55941
C -4.99093 -0.22228 -0.78241
C 3.45921 0.73077 0.50368
C 1.86598 -0.82010 -0.55133
C 2.83561 0.24686 -0.77033
N 0.07843 -1.07617 1.22013
N 0.10637 0.79271 -0.08565
O -2.81986 0.90443 -0.23774
H -3.65682 -0.38336 1.12423
H -1.31316 2.28083 -0.03515
H -5.07500 -1.29574 -0.88748
H -4.83667 0.45270 -1.61665
H -5.87103 0.23679 -0.36424
H 4.29998 0.00602 0.92660
H 3.91228 1.72956 0.18713
H 2.79746 0.86850 1.35744
H 1.58058 -1.12817 -1.56613
H 2.31524 -1.73992 -0.10916
H 2.38726 1.11333 -1.39568
H 3.71542 -0.06166 -1.38121
H 0.51626 -1.93409 1.58731
H -1.16654 1.49747 1.54377
H 0.80009 1.08875 -0.78842

(4)
Below is the molecule C2ClN2P in a non-equilibrium geometry, with properties calculated with wB97M-V/def2-TZVPD.

**SMILES**: N#CN=C=PCl
**Gap between HOMO and LUMO (spin up / spin down)**: 5.96 / 7.04 eV
**Net charge**: 0
**Energy above the lowest of the compared OMol25 structures with the same formula, charge and spin**: 3.885 eV
**E_HOMO (spin up / spin down)**: -8.5 / -9.0 eV
**F_max**: 19.17 eV/Å

Element x y z (Å)
N -2.71518 0.58206 -0.35379
C -1.50191 0.79436 -0.27446
N -0.38945 0.50371 -0.17663
C 0.58229 0.59260 0.52376
P 2.24880 -0.39824 0.63575
Cl 1.77546 -2.07449 -0.35463